One molecule with the formula C5H7N, computed with ωB97M-V with the def2-TZVPD basis set.

**Energy above the lowest of the compared OMol25 structures with the same formula, charge and spin**: 0.072 eV
**LUMO energy**: 0.040 Ha
**HOMO energy**: -8.13 eV
**SMILES**: Cc1cc[nH]c1

Each line ends with the natural charge from an NBO analysis.
Geometry (Å):
C (-0.15, -1.91, -0.37)  -0.62
C (-0.01, -0.44, -0.10)  -0.09
C (-0.62, 0.57, -0.80)  -0.09
N (-0.28, 1.77, -0.22)  -0.51
C (0.54, 1.53, 0.86)  -0.07
C (0.73, 0.17, 0.95)  -0.31
H (-0.29, -2.47, 0.56)  0.21
H (-1.02, -2.11, -1.00)  0.21
H (0.73, -2.33, -0.87)  0.21
H (-1.27, 0.54, -1.66)  0.21
H (-0.56, 2.68, -0.53)  0.41
H (0.86, 2.34, 1.50)  0.21
H (1.33, -0.33, 1.69)  0.22



C5H13N3S as an isolated structure, computed with ωB97M-V with the def2-TZVPD basis set.

**Total charge**: +2
**Energy above the lowest of the compared OMol25 structures with the same formula, charge and spin**: 1.656 eV
**LUMO energy**: -0.271 Ha
**HOMO energy**: -17.42 eV

Each line ends with the natural charge from an NBO analysis.
Geometry (Å):
C (-0.30, 0.77, 1.49)  0.55
C (-0.39, -1.46, -1.65)  -0.43
C (0.18, -1.23, -0.22)  -0.45
C (-1.22, -0.30, -2.03)  -0.53
C (0.52, 0.36, -0.19)  -0.05
N (-0.15, -0.06, 2.50)  -0.75
N (-0.94, 1.88, 1.50)  -0.70
N (1.93, 0.68, -0.02)  -0.72
S (-0.25, 1.11, -1.58)  0.36
H (0.39, -1.66, -2.41)  0.24
H (-0.82, -2.41, -1.66)  0.27
H (-0.40, -1.77, 0.55)  0.25
H (1.09, -1.78, -0.30)  0.24
H (-1.41, -0.20, -3.09)  0.29
H (-2.17, -0.22, -1.54)  0.25
H (-0.19, -1.06, 2.29)  0.44
H (-0.61, 0.25, 3.36)  0.44
H (-0.80, 2.58, 0.72)  0.45
H (-1.43, 2.35, 2.22)  0.45
H (2.19, 0.91, 0.94)  0.46
H (2.33, 1.45, -0.58)  0.48
H (2.46, -0.17, -0.31)  0.47



One molecule with the formula C7H9ClN4, computed with ωB97M-V with the def2-TZVPD basis set.

**Energy above the lowest of the compared OMol25 structures with the same formula, charge and spin**: 3.263 eV
**LUMO energy (alpha / beta)**: 0.015 / -0.015 Ha
**HOMO energy (alpha / beta)**: -7.59 / -7.70 eV

Each line ends with the natural charge from an NBO analysis.
Geometry (Å):
C (-2.79, -1.98, 0.29)  -0.05
C (-2.48, -0.13, -0.91)  -0.07
C (-3.46, -0.89, -0.29)  -0.17
C (1.99, -1.03, -0.46)  0.14
C (2.46, 0.03, 0.65)  -0.54
C (1.55, 1.08, 0.98)  -0.08
C (1.50, 2.37, 0.26)  -0.67
N (-1.49, -1.88, 0.06)  -0.27
N (0.88, -1.11, -1.00)  -0.19
N (-1.32, -0.78, -0.66)  -0.01
N (-0.12, -0.31, -1.00)  -0.07
Cl (-5.13, -0.54, -0.24)  0.03
H (-3.19, -2.79, 0.85)  0.22
H (-2.52, 0.78, -1.46)  0.24
H (2.78, -1.69, -0.77)  0.19
H (2.70, -0.61, 1.50)  0.23
H (3.38, 0.41, 0.20)  0.23
H (0.83, 0.92, 1.76)  0.19
H (1.76, 3.19, 0.94)  0.22
H (0.49, 2.58, -0.10)  0.23
H (2.18, 2.38, -0.58)  0.21



One molecule with the formula C24H18BrNO5, computed with ωB97M-V with the def2-TZVPD basis set.

**LUMO energy**: -0.048 Ha
**HOMO energy**: -8.14 eV
**SMILES**: CC(C)Oc1c(Br)cc(Nc2cccc(C(=O)O)c2)c2c1C(=O)c1ccccc1C2=O

Each line ends with the natural charge from an NBO analysis.
Geometry (Å):
O (1.19, 4.39, -5.28)  -0.56
O (-1.67, -1.61, 3.19)  -0.51
O (1.83, -2.59, -0.58)  -0.59
Br (-3.11, 2.26, -0.74)  0.10
O (1.95, 4.37, -3.12)  -0.66
O (-2.83, 0.48, 1.74)  -0.52
C (1.63, 3.78, -4.30)  0.77
C (-0.82, -1.65, 2.33)  0.60
C (1.12, -2.15, 0.33)  0.60
C (1.45, -4.03, 4.16)  -0.19
C (2.38, -4.35, 3.15)  -0.19
C (1.66, 0.28, -5.68)  -0.19
C (1.65, 1.67, -5.63)  -0.18
C (0.44, -3.15, 3.86)  -0.16
C (2.26, -3.78, 1.88)  -0.19
C (1.44, -0.48, -4.55)  -0.24
C (1.35, 1.52, -3.23)  -0.27
C (-0.94, 0.66, -1.32)  -0.29
C (-1.87, 0.88, -0.37)  -0.10
C (-1.86, 0.18, 0.83)  0.35
C (1.58, 2.29, -4.38)  -0.15
C (0.32, -2.55, 2.61)  -0.15
C (1.21, -2.85, 1.60)  -0.07
C (-0.88, -0.84, 1.06)  -0.17
C (0.09, -1.07, 0.06)  -0.18
C (1.24, 0.12, -3.32)  0.24
C (0.02, -0.34, -1.18)  0.22
N (0.91, -0.66, -2.22)  -0.63
C (-1.67, 1.56, 3.62)  -0.63
C (-4.02, 2.29, 2.93)  -0.63
C (-2.67, 1.73, 2.45)  0.10
H (2.28, 3.76, -2.49)  0.49
H (1.53, -4.50, 5.13)  0.22
H (3.12, -5.13, 3.33)  0.22
H (1.70, -0.26, -6.62)  0.22
H (1.73, 2.25, -6.57)  0.25
H (-0.29, -2.95, 4.63)  0.24
H (3.01, -4.10, 1.15)  0.24
H (1.36, -1.56, -4.60)  0.22
H (1.23, 2.00, -2.25)  0.21
H (-1.01, 1.22, -2.23)  0.25
H (1.47, -1.51, -2.09)  0.45
H (-1.46, 2.52, 4.10)  0.21
H (-2.02, 0.84, 4.39)  0.22
H (-0.73, 1.17, 3.22)  0.20
H (-4.53, 2.76, 2.11)  0.22
H (-4.70, 1.52, 3.37)  0.22
H (-3.83, 3.08, 3.67)  0.21
H (-2.21, 2.51, 1.85)  0.17



Calculated total energy / eV: -6788.44090; -20683.33800; -25882.51734; -106950.22667
Molecular weight / g mol⁻¹: 81.1; 147.2; 184.6; 480.3
Maximum force / hartree/bohr: 0.004; 0.110; 0.053; 0.062